[1]
{
  "formula": "C23H30BCl51F4OPS2",
  "method": "ωB97M-V/def2-TZVPD",
  "symbols": ["O", "C", "C", "B", "S", "C", "C", "C", "F", "P", "S", "C", "F", "F", "F", "H", "H", "H", "H", "H", "H", "H", "H", "H", "H", "H", "H", "H", "C", "Cl", "Cl", "Cl", "H", "C", "Cl", "Cl", "Cl", "H", "C", "Cl", "Cl", "Cl", "H", "C", "Cl", "Cl", "Cl", "H", "C", "Cl", "Cl", "Cl", "H", "C", "Cl", "Cl", "Cl", "H", "C", "Cl", "Cl", "Cl", "H", "C", "Cl", "Cl", "Cl", "H", "C", "Cl", "Cl", "Cl", "H", "C", "Cl", "Cl", "Cl", "H", "C", "Cl", "Cl", "Cl", "H", "C", "Cl", "Cl", "Cl", "H", "C", "Cl", "Cl", "Cl", "H", "C", "Cl", "Cl", "Cl", "H", "C", "Cl", "Cl", "Cl", "H", "C", "Cl", "Cl", "Cl", "H", "C", "Cl", "Cl", "Cl", "H"],
  "positions_angstrom": [[-1.003684, -0.053161, -3.035041], [0.186734, -0.527911, -3.623786], [1.527061, -0.326388, -2.824974], [1.663240, 0.947028, -1.819644], [0.491199, 0.880741, -0.301532], [1.752135, 2.431667, -2.491173], [0.653656, 2.828483, -3.558631], [-0.784053, 3.149701, -2.942952], [-1.826494, 2.781285, -3.876463], [3.445194, 0.696638, -0.999078], [3.479856, -0.630046, 0.440547], [0.015706, -2.115405, -3.885721], [1.235704, -2.745214, -4.161146], [-0.715677, -2.228042, -5.091232], [-0.699080, -2.768699, -2.900428], [-1.175361, -0.456946, -2.165412], [0.321333, -0.097979, -4.667015], [1.707136, -1.268175, -2.198813], [2.412610, -0.293936, -3.549419], [0.534610, -0.398683, 0.223164], [1.667486, 3.188722, -1.635148], [2.804267, 2.549981, -2.919563], [0.583283, 2.130523, -4.454746], [0.993392, 3.822102, -4.014680], [-1.007882, 2.584897, -1.996239], [-0.884747, 4.254473, -2.686759], [4.297052, 0.284937, -2.091227], [3.912805, 1.959850, -0.495023], [-4.401627, -1.241913, -1.127702], [-3.095130, -0.336127, -0.361388], [-4.085988, -2.975433, -1.018362], [-5.958703, -0.830710, -0.395163], [-4.437419, -0.966663, -2.178631], [-3.174001, 2.287194, 2.483462], [-2.615601, 3.207789, 3.891726], [-3.704009, 3.376755, 1.194653], [-1.901898, 1.215189, 1.889185], [-4.022182, 1.678840, 2.789755], [-2.724311, -3.773276, 2.858958], [-4.442344, -3.933181, 2.470755], [-2.083510, -2.237295, 2.265942], [-2.455461, -3.893644, 4.601774], [-2.186621, -4.583812, 2.373930], [1.806192, -5.505664, -3.193195], [0.831207, -6.869628, -2.624840], [2.687801, -4.770764, -1.850390], [2.925424, -6.023535, -4.462731], [1.136886, -4.758458, -3.611733], [0.124252, 0.629076, 5.107919], [-0.868542, -0.642813, 5.833321], [1.132633, 1.412134, 6.334737], [1.127181, -0.029537, 3.810270], [-0.538443, 1.378234, 4.681408], [2.271134, -3.101170, 5.814717], [0.701461, -3.425023, 5.073244], [2.127730, -3.051391, 7.577587], [3.456920, -4.319201, 5.321864], [2.617027, -2.129145, 5.471852], [4.545562, -2.436982, -4.709699], [5.055384, -1.525276, -3.285315], [3.936794, -1.344068, -5.960675], [5.878835, -3.419783, -5.340084], [3.738611, -3.103990, -4.416820], [3.046459, 4.622154, 5.937011], [4.806702, 4.812589, 5.954428], [2.289841, 5.735216, 7.085890], [2.407770, 4.881176, 4.307717], [2.809820, 3.604595, 6.239943], [-3.851932, 2.086443, -6.517607], [-2.644244, 0.816829, -6.294842], [-3.549354, 2.974640, -8.019080], [-5.487562, 1.404391, -6.525540], [-3.772079, 2.782467, -5.686576], [5.208606, 6.498494, 1.344487], [3.635473, 6.162319, 0.610667], [5.070956, 6.562049, 3.106192], [6.394644, 5.279751, 0.855245], [5.550066, 7.467231, 0.992966], [4.968169, 8.200678, -2.933455], [5.643036, 7.332673, -1.549249], [3.375804, 8.859809, -2.537668], [6.062630, 9.489305, -3.455912], [4.852648, 7.497483, -3.753358], [-9.156973, 1.831371, -4.254476], [-10.540277, 0.886050, -3.685956], [-7.694110, 1.384094, -3.374625], [-8.925709, 1.608429, -5.993406], [-9.361064, 2.881665, -4.067325], [-2.628444, -6.995839, -1.027375], [-4.328564, -7.191127, -1.474983], [-2.021148, -5.426588, -1.562186], [-2.421093, -7.181524, 0.720571], [-2.053054, -7.772680, -1.523730], [-5.742626, 0.394581, 5.776625], [-4.057319, -0.133587, 5.801698], [-5.880566, 2.052398, 6.374921], [-6.412091, 0.261922, 4.143727], [-6.314280, -0.253884, 6.434473], [7.690790, -4.588488, -1.905091], [5.992779, -4.809699, -2.346208], [8.272727, -3.002060, -2.426175], [7.911571, -4.787661, -0.161037], [8.276989, -5.349485, -2.412109], [3.810006, -8.094306, 6.595895], [2.240076, -8.423909, 5.853794], [3.666514, -8.038629, 8.357798], [4.998105, -9.310558, 6.106895], [4.153249, -7.123013, 6.250618], [-7.072433, 5.185674, 4.090387], [-8.302357, 3.928460, 4.281963], [-7.020755, 6.227551, 5.519844], [-5.485010, 4.468755, 3.785108], [-7.341573, 5.796169, 3.233169]],
  "atomic_forces_ev_per_a": [[0.2218, -0.2250, -0.6757], [1.2251, -1.4576, 0.1514], [0.3717, -0.9631, -0.0400], [0.4418, -0.2657, -0.2925], [-0.8399, -0.1695, 0.5147], [-0.6299, 0.7034, 0.3514], [0.0472, 1.4069, -0.4737], [0.3135, -0.4635, 0.2586], [0.9961, 0.7484, 0.7670], [-0.3053, -0.0366, -0.0543], [0.4969, -0.7427, 0.5254], [-0.6422, 1.5651, -1.7796], [-1.9743, 0.4729, 0.7783], [0.8215, -0.5649, 1.8968], [1.5455, 0.4878, -1.4965], [0.5828, 0.2827, -0.2235], [-0.6250, -0.3949, 1.3273], [-0.1869, 1.0979, -0.6460], [-1.2926, -0.1161, 0.6055], [0.4201, 0.8178, -0.6623], [0.2764, -0.7132, -1.0791], [-1.3413, 0.0468, 0.2289], [-0.1203, 0.5690, 1.3983], [-0.4020, -1.2175, 0.3650], [0.3837, 0.2666, -1.0481], [0.0171, -1.2837, -0.6590], [-0.1357, 0.9840, 0.7710], [0.1186, -0.3666, -0.6007], [0.2232, -0.0013, -0.0915], [-0.3888, -0.1008, -0.4635], [-0.1115, 0.1570, -0.1113], [-0.0277, 0.0154, -0.0156], [-0.0188, -0.0490, 0.1372], [0.0443, -0.3269, -0.1831], [0.1366, -0.1202, -0.0136], [0.0966, -0.1211, -0.0111], [0.0972, 0.5645, 0.6198], [0.0697, 0.1275, 0.0006], [0.0916, 0.2184, -0.1152], [0.1222, -0.0330, 0.0712], [-0.0590, -0.2595, 0.0777], [-0.1644, -0.1458, 0.0264], [-0.0954, 0.1062, 0.0481], [-0.0412, 0.0695, 0.1933], [0.2046, -0.1259, -0.1074], [-0.1890, 0.0386, -0.1802], [-0.0425, 0.0776, 0.0078], [0.1650, -0.2532, 0.0989], [0.0219, -0.1601, -0.3882], [0.0474, 0.2940, 0.0796], [-0.0522, -0.0073, 0.1018], [-0.0880, 0.1688, 0.0798], [0.0914, -0.0900, 0.0628], [-0.1984, -0.0107, -0.0929], [0.3964, -0.2028, 0.0791], [0.0227, 0.0388, -0.0695], [0.0400, 0.0629, -0.0151], [-0.0296, -0.1324, 0.0211], [0.1011, 0.0634, 0.1657], [0.0009, -0.4346, -0.4127], [-0.0181, -0.0807, 0.0229], [-0.1226, 0.1244, -0.2470], [0.1092, 0.0846, -0.0432], [-0.0604, 0.0026, -0.2136], [-0.1108, -0.0857, 0.1263], [0.0226, -0.0860, -0.0094], [-0.0766, -0.1941, 0.3043], [0.0551, 0.2068, -0.0855], [0.2133, -0.1996, 0.0678], [-0.1909, 0.1158, -0.0082], [-0.0276, 0.0436, 0.0492], [0.1268, 0.0976, 0.0504], [0.0256, -0.1222, -0.0942], [-0.1605, -0.0691, 0.2301], [-0.0652, -0.0810, 0.3087], [0.1939, 0.1288, -0.2876], [-0.0319, 0.0678, 0.0661], [-0.0637, -0.1351, 0.0995], [-0.0218, 0.0471, 0.1296], [0.2188, 0.1919, -0.7577], [0.0945, -0.0730, -0.0523], [-0.0506, -0.0726, -0.0278], [0.0222, 0.0923, 0.1314], [0.1175, -0.0873, 0.0044], [0.0305, 0.0940, -0.0152], [-0.0992, 0.0650, 0.0022], [-0.1016, 0.0685, 0.0788], [0.0145, -0.1582, -0.0445], [0.0716, 0.2139, -0.0834], [0.0978, -0.0301, 0.0149], [-0.1551, -0.1783, 0.1174], [0.0156, -0.0420, -0.0589], [-0.0839, 0.0896, 0.0934], [0.0999, -0.0074, 0.0374], [-0.2003, 0.0674, -0.0625], [-0.0131, -0.1474, 0.0531], [0.0275, 0.0077, 0.0604], [0.0560, 0.0938, -0.1251], [-0.1479, 0.0629, -0.0431], [0.2735, -0.2040, 0.3152], [0.0441, -0.1395, 0.0205], [0.0251, -0.0327, -0.1010], [-0.0763, 0.1177, 0.0884], [-0.0821, -0.0291, -0.0112], [0.1351, 0.0720, 0.0438], [0.0277, 0.0408, -0.1101], [-0.0362, 0.0936, 0.0133], [-0.0700, -0.1271, 0.0630], [0.1199, -0.1393, -0.0521], [0.0173, 0.1009, -0.0629], [-0.0208, -0.0151, -0.0753], [-0.4392, 0.3256, 0.1248], [0.0203, -0.0767, 0.1462]],
  "mulliken_charge": [0.16, -0.25, 0.04, -0.38, -0.21, -0.59, -0.43, -0.02, -0.27, 0.41, -0.41, 0.69, -0.22, -0.30, -0.20, -0.04, 0.22, 0.11, -0.34, 0.18, 0.13, 0.27, 0.14, 0.44, -0.09, 0.28, -0.22, -0.04, -0.22, 0.11, -0.06, -0.17, 0.31, 0.23, -0.18, -0.14, 0.10, 0.01, 0.13, -0.13, 0.14, -0.16, 0.10, 0.73, -0.16, -0.11, -0.14, -0.38, 0.63, -0.06, -0.19, -0.02, -0.39, 0.09, -0.01, -0.15, -0.12, 0.18, 0.93, -0.13, -0.17, -0.12, -0.60, 0.44, -0.14, -0.14, -0.05, -0.09, 0.19, -0.07, -0.15, -0.11, 0.14, -0.11, -0.04, -0.10, -0.13, 0.39, 0.02, -0.07, -0.13, -0.13, 0.30, 0.02, -0.14, -0.04, -0.12, 0.29, -0.05, -0.13, 0.08, -0.12, 0.27, -0.18, -0.02, -0.09, -0.10, 0.37, -0.06, 0.03, -0.11, -0.13, 0.29, 0.29, -0.11, -0.13, -0.13, 0.08, -0.13, -0.11, -0.14, -0.01, 0.34],
  "multiplicity": 1,
  "lumo_energy_ev": 1.56,
  "fmax_ev_per_a": 2.46,
  "charge": -1
}


[2]
{
  "formula": "C23H30ClN3PSm",
  "method": "ωB97M-V/def2-TZVPD",
  "symbols": ["Sm", "Cl", "P", "C", "C", "C", "C", "C", "C", "C", "C", "C", "C", "C", "C", "C", "C", "C", "C", "C", "C", "H", "H", "H", "H", "H", "H", "H", "H", "H", "H", "H", "H", "H", "H", "H", "H", "H", "C", "N", "C", "C", "N", "N", "C", "C", "H", "H", "H", "H", "H", "H", "H", "H", "H", "H", "H", "H", "H"],
  "positions_angstrom": [[1.431023, -0.929026, -0.041692], [1.162832, -2.732796, 1.727580], [-1.355220, -0.539399, -0.696641], [-1.122455, 0.691745, -2.015789], [-1.709572, 1.969578, -1.943427], [-1.486167, 2.893010, -2.965106], [-0.616011, 2.588779, -4.018869], [0.028749, 1.342471, -4.049559], [-0.227061, 0.389539, -3.064159], [-2.072086, -2.012441, -1.471206], [-2.129518, -3.191600, -0.694342], [-2.649996, -4.361619, -1.249479], [-3.076265, -4.374931, -2.587881], [-3.003087, -3.212865, -3.359672], [-2.512252, -2.031331, -2.802291], [-2.606364, 0.073322, 0.443294], [-2.323937, 0.138049, 1.821166], [-3.311292, 0.588108, 2.698668], [-4.582235, 0.934047, 2.214714], [-4.862556, 0.840552, 0.850540], [-3.880251, 0.407342, -0.042338], [-1.762472, -3.181500, 0.339503], [-2.719455, -5.263652, -0.635783], [-3.448711, -5.298683, -3.025619], [-3.318095, -3.223165, -4.403077], [-2.466711, -1.123283, -3.399630], [-2.340252, 2.234911, -1.093368], [-1.985227, 3.866139, -2.921607], [-0.426082, 3.331414, -4.794647], [0.732167, 1.116312, -4.850941], [0.241838, -0.602822, -3.126364], [-1.337820, -0.164847, 2.189903], [-3.095645, 0.663050, 3.763465], [-5.360434, 1.268684, 2.905882], [-5.848251, 1.112470, 0.464154], [-4.090985, 0.344186, -1.110121], [-0.858199, 4.559652, -0.405441], [-1.179622, 4.379406, 0.249853], [2.801520, 1.105912, 4.050929], [3.598064, 0.562307, 2.954483], [5.020997, 0.906288, 2.932053], [2.933916, 0.155724, 1.896546], [1.627791, 0.379301, 1.738214], [3.578780, -0.478147, 0.783607], [4.703401, -1.434692, 1.030947], [3.911940, 0.533618, -0.274717], [3.454538, 1.219995, 4.917032], [2.001932, 0.391364, 4.279047], [2.383723, 2.089188, 3.781383], [5.631160, 0.054174, 3.258656], [5.340501, 1.248135, 1.937516], [5.173327, 1.726406, 3.642418], [1.123169, 0.740877, 2.564932], [4.829190, -1.986265, 0.086466], [5.642875, -0.912319, 1.302879], [4.409991, -2.141728, 1.823184], [3.029981, 1.170623, -0.519133], [4.729235, 1.198836, 0.082795], [4.241645, -0.018400, -1.168910]],
  "atomic_forces_ev_per_a": [[-1.8819, -2.0070, -0.4470], [0.1292, 0.3052, -0.8351], [-0.4159, -0.1124, 0.0344], [0.0873, 0.4603, 0.0603], [0.1652, -0.3603, -0.2325], [0.1804, 0.0315, -0.0579], [-0.0495, -0.2490, 0.3531], [0.0197, 0.2140, -0.0795], [-0.1116, 0.3344, 0.2610], [0.0788, -0.6233, -0.2522], [0.0121, 0.1805, -0.2555], [-0.0254, 0.1710, -0.1096], [0.1992, 0.2194, 0.3032], [0.0501, -0.0574, 0.1606], [0.0260, -0.1063, 0.2127], [-0.1513, 0.0482, 0.3791], [-0.2719, 0.2417, -0.3968], [-0.1867, -0.0184, -0.1107], [0.3132, -0.1008, 0.0474], [0.0530, -0.0185, -0.2566], [0.0766, 0.1064, 0.4550], [-0.2011, -0.0552, -0.3631], [0.0501, 0.3054, -0.2766], [0.0372, 0.2133, 0.0964], [0.0273, -0.0131, 0.3013], [-0.0370, -0.1979, 0.0430], [0.1328, -0.1083, -0.3439], [0.2399, -0.3631, -0.0554], [-0.0529, -0.2901, 0.1795], [-0.2319, 0.0444, 0.1551], [-0.2241, 0.2413, -0.0948], [-0.3640, 0.0881, -0.0762], [-0.0960, -0.0540, -0.2377], [0.3278, -0.1062, -0.2369], [0.3252, -0.1165, 0.2105], [-0.0253, -0.0331, 0.2517], [-0.1341, -0.0784, 0.3170], [0.1426, 0.0981, -0.2835], [-0.0107, 0.0130, 0.3048], [0.0832, 0.1118, 0.0144], [0.5659, -0.2043, 0.1941], [-0.7453, 1.2122, 0.7451], [0.8620, -0.0565, 0.5094], [0.8164, 1.0732, 0.1728], [-0.1219, -0.0141, 0.0783], [0.3840, 0.0532, 0.1428], [-0.2377, -0.0661, -0.0576], [0.1902, 0.2572, 0.2338], [0.0978, -0.2506, 0.0991], [-0.0714, 0.3041, -0.0789], [-0.0911, -0.1380, 0.4847], [-0.0198, -0.1945, -0.2742], [0.5048, -0.1185, -1.0041], [0.1635, 0.1218, 0.4296], [-0.5821, -0.3968, -0.3172], [0.0883, 0.3277, -0.3257], [0.4858, -0.2460, 0.1895], [-0.5894, -0.3293, -0.5872], [0.0146, 0.3066, 0.2265]],
  "mulliken_charge": [1.18, -0.42, 0.40, 0.78, -0.83, -0.65, -0.53, -0.79, -0.63, 0.75, -0.46, -0.66, -0.45, -0.74, -0.20, 0.30, -0.27, -0.57, -0.51, -0.72, -0.21, 0.26, 0.41, 0.41, 0.41, 0.40, 0.65, 0.47, 0.41, 0.44, 0.54, 0.30, 0.41, 0.41, 0.40, 0.49, -0.05, 0.07, -1.31, 0.21, -1.02, 0.15, -0.43, 0.25, -0.90, -0.96, 0.43, 0.45, 0.41, 0.31, 0.31, 0.48, 0.22, 0.33, 0.36, 0.35, 0.49, 0.22, 0.41],
  "s_squared": 8.769,
  "multiplicity": 6,
  "lumo_energy_ev": [-7.49, -6.34],
  "fmax_ev_per_a": 2.79,
  "charge": 2
}